{"formula": "H6O3", "method": "wB97M-V/def2-TZVPD", "gap_ev": 11.808, "multiplicity": 1, "lumo_energy_ev": 0.822, "largest_force_ev_per_a": 1.0, "relative_energy_kcal_mol": 8.4, "symbols": ["O", "H", "H", "O", "H", "H", "O", "H", "H"], "xyz": [[0.969, -1.566, 0.650], [1.353, -2.408, 0.352], [0.492, -1.141, -0.068], [-0.922, -0.459, -1.302], [-1.533, 0.266, -1.123], [-0.499, -0.147, -2.113], [-0.016, 1.844, 0.798], [-0.315, 2.412, 1.506], [0.471, 1.199, 1.301]], "forces_ev_per_a": [[0.58, -0.39, 0.55], [-0.44, 0.71, -0.09], [-0.27, -0.23, -0.40], [0.01, 0.31, -0.52], [0.04, -0.09, 0.43], [0.10, -0.24, 0.08], [-0.18, 0.22, -0.07], [-0.33, 0.54, 0.06], [0.48, -0.82, -0.04]]}

=====

{"formula": "H15LiO8", "method": "wB97M-V/def2-TZVPD", "gap_ev": 8.736, "multiplicity": 1, "lumo_energy_ev": -1.184, "largest_force_ev_per_a": 12.3, "relative_energy_kcal_mol": 100.7, "symbols": ["Li", "O", "H", "O", "H", "H", "O", "H", "H", "O", "H", "H", "O", "H", "H", "O", "H", "H", "O", "H", "H", "O", "H", "H"], "xyz": [[-2.154, 0.904, 0.442], [-0.463, -0.242, -0.038], [-0.114, -0.660, 0.646], [0.418, 0.705, -2.243], [-0.428, 1.021, -2.480], [0.197, 0.057, -1.567], [-1.276, 2.384, 0.157], [-0.958, 2.031, -0.768], [-1.911, 3.080, 0.125], [0.690, -1.935, -1.079], [-0.026, -1.312, -0.827], [0.490, -2.727, -1.040], [2.835, -1.346, 0.383], [3.610, -1.813, 0.064], [2.204, -1.138, -0.197], [-2.599, -1.493, -0.834], [-1.668, -1.137, -0.530], [-2.887, -0.908, -1.686], [1.120, 0.778, 1.021], [1.651, 1.226, 0.364], [0.351, 0.481, 0.437], [0.096, 0.952, 3.323], [0.533, 0.967, 2.493], [0.297, 0.121, 3.828]], "forces_ev_per_a": [[0.28, -1.77, 0.61], [-7.64, 1.86, -4.72], [1.84, -4.06, 4.99], [1.08, 0.34, 0.03], [-1.37, 0.60, -1.06], [0.49, -0.02, -0.04], [1.24, -1.56, -1.97], [-0.48, 1.70, 2.23], [-0.36, 1.27, -0.78], [3.69, 10.73, -1.70], [0.47, -1.26, -0.17], [-3.13, -11.91, 0.54], [4.62, -0.97, 5.02], [-0.59, 0.15, -0.66], [-3.36, 0.52, -4.11], [-0.09, 2.94, -2.26], [-2.00, -0.45, -0.83], [1.30, -2.31, 3.00], [2.02, 1.69, 0.54], [0.78, 0.30, 0.29], [1.48, 2.11, 0.51], [-1.67, -1.00, 3.30], [1.45, -0.24, -1.63], [-0.04, 1.35, -1.14]]}

=====

{"formula": "C4H9NO2", "method": "wB97M-V/def2-TZVPD", "gap_ev": 10.679, "multiplicity": 1, "lumo_energy_ev": 0.907, "largest_force_ev_per_a": 0.4, "relative_energy_kcal_mol": 30.1, "symbols": ["C", "O", "C", "C", "N", "C", "O", "H", "H", "H", "H", "H", "H", "H", "H", "H"], "xyz": [[1.251, -1.110, 1.791], [1.051, -0.759, 0.445], [-0.292, -0.899, 0.040], [-0.440, -0.192, -1.295], [-0.043, 1.199, -1.195], [-0.948, 2.157, -0.858], [-2.151, 1.992, -0.807], [0.642, -0.481, 2.460], [0.999, -2.164, 1.982], [2.308, -0.951, 2.017], [-0.969, -0.433, 0.775], [-0.566, -1.963, -0.050], [-1.482, -0.222, -1.622], [0.179, -0.682, -2.053], [0.927, 1.376, -0.979], [-0.469, 3.132, -0.652]], "forces_ev_per_a": [[0.10, -0.06, 0.30], [0.03, -0.01, -0.04], [-0.25, 0.00, -0.06], [-0.05, -0.15, -0.11], [-0.07, 0.09, 0.14], [-0.09, -0.02, -0.02], [0.35, 0.05, -0.01], [0.09, -0.09, -0.10], [0.03, 0.14, -0.07], [-0.16, -0.04, -0.02], [0.12, -0.05, -0.08], [0.05, 0.15, 0.01], [0.14, -0.01, 0.05], [-0.05, 0.04, 0.10], [-0.15, 0.04, -0.05], [-0.10, -0.08, -0.03]]}

=====

{"formula": "C17H22F3N2O2", "method": "wB97M-V/def2-TZVPD", "gap_ev": 6.721, "multiplicity": 1, "lumo_energy_ev": -4.956, "total_charge": 1, "largest_force_ev_per_a": 3.6, "symbols": ["C", "C", "C", "C", "C", "C", "C", "C", "N", "N", "C", "C", "C", "C", "O", "C", "F", "F", "F", "C", "C", "H", "H", "H", "H", "H", "H", "H", "H", "H", "H", "H", "H", "H", "H", "H", "H", "C", "C", "O", "H", "H", "H", "H", "H", "H"], "xyz": [[6.525, -1.566, 0.364], [5.230, -0.749, -0.036], [4.105, -0.568, 0.888], [2.905, 0.172, 0.436], [2.855, 0.717, -0.911], [1.631, 1.488, -1.519], [0.695, 2.114, -0.462], [1.176, 3.207, 0.459], [0.438, 3.799, 1.399], [-0.808, 3.409, 1.485], [-1.477, 2.457, 0.784], [-0.724, 1.709, -0.256], [-1.375, 0.562, -1.094], [-1.846, -0.629, -0.143], [-1.349, -0.533, 1.183], [-1.489, -2.063, -0.680], [-1.447, -2.173, -2.041], [-2.474, -2.924, -0.214], [-0.307, -2.549, -0.166], [4.011, 0.522, -1.814], [5.205, -0.201, -1.404], [6.262, -2.225, 1.227], [6.878, -2.127, -0.539], [7.282, -0.811, 0.693], [4.135, -1.010, 1.917], [2.040, 0.276, 1.137], [2.066, 2.351, -2.108], [1.127, 0.823, -2.261], [2.251, 3.494, 0.319], [-1.372, 3.888, 2.200], [-2.549, 2.210, 0.949], [-2.206, 0.980, -1.723], [-0.632, 0.128, -1.812], [-2.968, -0.563, -0.069], [-0.374, -0.529, 1.199], [3.949, 0.925, -2.860], [6.017, -0.332, -2.153], [-6.245, -1.433, 0.001], [-5.968, -1.241, 1.480], [-5.466, -2.446, 2.044], [-6.968, -2.236, -0.152], [-6.638, -0.516, -0.445], [-5.332, -1.719, -0.530], [-6.884, -0.978, 2.009], [-5.233, -0.442, 1.641], [-4.651, -2.671, 1.579]], "forces_ev_per_a": [[-1.38, 1.05, 0.03], [-0.36, 0.14, -0.50], [-0.16, 0.90, -2.40], [1.70, -0.44, -1.16], [1.76, -0.91, 0.42], [0.74, 0.49, 0.39], [-2.52, 0.45, 1.65], [-0.35, -1.73, -1.43], [1.30, -0.71, -1.46], [-2.62, -1.14, -0.07], [2.50, -1.25, -2.20], [1.65, 1.42, 0.43], [0.63, -0.01, 0.26], [-0.24, 0.45, -0.16], [-0.11, 0.32, -0.44], [-0.59, -1.39, 0.42], [0.00, 0.33, 1.58], [1.22, 1.03, -0.78], [-1.29, 1.02, -0.91], [0.04, -0.62, 1.46], [-2.96, 0.68, 1.51], [0.49, 0.34, -0.84], [-0.20, 0.39, 1.05], [-0.39, -0.83, -0.30], [0.02, 0.49, -1.18], [0.88, -0.03, -0.68], [-0.53, -0.82, 0.56], [0.12, 0.69, 0.79], [-1.25, 0.03, 0.56], [0.64, -0.05, -0.29], [1.03, 0.62, 0.31], [0.61, -0.51, 0.74], [-0.60, 0.69, 0.68], [1.14, -0.40, 0.04], [-0.47, -0.27, -0.20], [0.06, -0.39, 1.17], [-0.59, -0.02, 0.95], [-0.08, 0.15, -0.08], [0.29, -0.37, -0.27], [-0.03, 0.10, 0.18], [0.00, 0.08, 0.05], [0.01, -0.05, -0.05], [0.01, 0.06, -0.01], [0.11, -0.11, 0.10], [-0.11, 0.19, -0.01], [-0.12, -0.06, 0.08]]}

=====

{"formula": "C4H3MnO5", "method": "wB97M-V/def2-TZVPD", "gap_ev": [5.094, 7.747], "multiplicity": 7, "lumo_energy_ev": [-1.790, -1.960], "largest_force_ev_per_a": 3.4, "s2": 12.03, "relative_energy_kcal_mol": 21.6, "symbols": ["C", "C", "O", "C", "O", "O", "H", "H", "H", "O", "O", "C", "Mn"], "xyz": [[0.358, -0.609, -0.261], [-0.979, -0.342, -0.272], [-1.435, 0.605, 0.682], [-2.179, 1.633, 0.278], [-2.377, 1.949, -0.866], [-2.503, 2.345, 1.348], [0.545, -1.678, -0.420], [-1.781, -1.019, -0.571], [-2.862, 3.200, 1.075], [3.190, 0.260, -2.116], [2.617, 1.021, -0.061], [2.406, 0.524, -1.227], [1.338, 0.487, 1.231]], "forces_ev_per_a": [[-2.75, -0.79, 1.88], [1.61, -1.26, 0.72], [-0.01, 0.16, 0.16], [0.76, 0.75, -1.50], [-0.37, -0.30, 0.51], [-0.26, 0.27, 0.85], [0.43, 0.55, -1.02], [0.15, 0.45, -0.41], [-0.12, -0.19, -0.24], [-1.43, 0.46, 1.31], [1.14, 0.91, 0.20], [1.59, -0.56, -1.68], [-0.73, -0.46, -0.79]]}

=====

{"formula": "C22H39BF3N8O5S2Y", "method": "wB97M-V/def2-TZVPD", "gap_ev": 7.493, "multiplicity": 1, "lumo_energy_ev": -4.798, "total_charge": 2, "largest_force_ev_per_a": 1.1, "relative_energy_kcal_mol": 23.2, "symbols": ["Y", "C", "N", "C", "C", "O", "C", "O", "C", "C", "O", "N", "C", "C", "H", "H", "H", "H", "H", "H", "H", "H", "H", "H", "H", "H", "H", "H", "H", "H", "C", "N", "C", "C", "N", "B", "N", "C", "C", "N", "C", "C", "S", "C", "S", "H", "H", "H", "H", "H", "H", "H", "H", "H", "H", "H", "H", "F", "C", "F", "F", "C", "O", "O", "N", "C", "C", "N", "C", "C", "H", "H", "H", "H", "H", "H", "H", "H", "H", "H", "H"], "xyz": [[-0.306, 0.213, 0.527], [1.237, -4.644, 2.218], [0.454, -3.458, 2.495], [0.432, -3.005, 3.875], [-0.079, -2.719, 1.538], [-0.703, -1.658, 1.762], [0.117, -3.158, 0.084], [-0.530, -2.262, -0.806], [-1.906, -2.544, -1.051], [-2.765, -1.379, -0.555], [-2.232, -0.245, -0.518], [-4.024, -1.590, -0.228], [-4.824, -0.514, 0.328], [-4.678, -2.883, -0.292], [1.560, -5.076, 3.162], [2.121, -4.394, 1.628], [0.651, -5.392, 1.684], [-0.068, -3.743, 4.505], [-0.102, -2.056, 3.934], [1.459, -2.872, 4.225], [-0.211, -4.187, -0.091], [1.183, -3.074, -0.147], [-2.200, -3.486, -0.588], [-2.029, -2.614, -2.144], [-4.188, 0.331, 0.591], [-5.321, -0.879, 1.225], [-5.582, -0.195, -0.388], [-4.388, -3.441, -1.180], [-5.753, -2.719, -0.329], [-4.456, -3.470, 0.603], [-1.606, 1.264, -3.459], [-2.086, 2.230, -2.514], [-3.299, 2.860, -2.524], [-3.327, 3.675, -1.439], [-2.149, 3.549, -0.764], [-1.862, 4.453, 0.474], [-0.664, 3.943, 1.320], [0.414, 4.719, 1.625], [1.028, 4.201, 2.721], [0.320, 3.091, 3.086], [0.559, 2.301, 4.259], [-0.685, 2.935, 2.200], [-1.767, 1.592, 2.177], [-1.408, 2.668, -1.426], [0.217, 2.158, -1.122], [-2.419, 0.997, -4.129], [-1.253, 0.372, -2.929], [-0.781, 1.684, -4.039], [-4.018, 2.698, -3.298], [-4.087, 4.345, -1.096], [-1.588, 5.531, 0.069], [-2.829, 4.414, 1.159], [0.652, 5.581, 1.039], [1.888, 4.531, 3.266], [1.632, 2.216, 4.422], [0.119, 1.313, 4.118], [0.093, 2.769, 5.130], [4.507, -0.032, 1.537], [3.486, -0.231, 2.391], [3.557, 0.701, 3.332], [3.671, -1.425, 2.966], [2.152, -0.193, 1.605], [1.942, -1.110, 0.804], [1.393, 0.773, 1.808], [4.350, -0.135, -3.594], [3.190, -0.950, -4.037], [2.422, -1.438, -2.796], [1.979, -0.349, -1.957], [3.102, 0.474, -1.560], [3.900, 1.012, -2.755], [4.875, 0.208, -4.408], [4.981, -0.725, -3.033], [3.543, -1.790, -4.633], [2.547, -0.320, -4.655], [3.068, -2.087, -2.196], [1.565, -2.029, -3.115], [1.273, 0.223, -2.418], [3.752, -0.124, -0.915], [2.734, 1.324, -0.987], [4.767, 1.575, -2.411], [3.280, 1.668, -3.370]], "forces_ev_per_a": [[-0.38, -0.77, -0.34], [0.21, -0.36, -0.33], [-0.25, 0.36, -0.20], [-0.12, 0.34, 0.38], [0.15, -0.43, 0.00], [-0.20, -0.24, 0.04], [0.21, -0.01, -0.05], [-0.15, 0.14, 0.21], [-0.04, 0.17, -0.13], [-0.07, -0.21, -0.18], [-0.37, -0.34, -0.15], [0.42, 0.21, -0.08], [-0.11, 0.56, 0.23], [-0.01, -0.49, 0.02], [-0.03, 0.02, -0.07], [0.04, -0.04, 0.06], [0.01, -0.02, 0.04], [0.04, 0.04, -0.06], [0.08, -0.17, 0.04], [-0.09, -0.01, -0.02], [0.02, 0.05, 0.07], [-0.16, -0.16, 0.12], [0.03, 0.04, -0.08], [-0.12, -0.10, 0.28], [-0.10, -0.10, -0.07], [-0.01, 0.00, 0.02], [0.02, 0.00, -0.01], [-0.04, 0.03, 0.02], [0.06, -0.02, -0.07], [-0.05, -0.01, -0.06], [0.22, -0.30, -0.22], [-0.02, 0.31, 0.65], [-0.34, 0.31, 0.13], [-0.35, -0.17, -0.39], [0.25, -0.52, -0.40], [0.22, -0.20, 0.12], [-0.03, -0.22, 0.44], [0.50, 0.17, 0.33], [0.11, 0.50, -0.36], [-0.40, 0.19, -0.68], [0.03, -0.38, 0.50], [-0.11, -0.24, 0.26], [-0.69, 0.15, 0.38], [0.36, -0.13, -0.21], [0.49, 0.69, -0.58], [0.01, 0.00, 0.00], [-0.13, 0.14, -0.14], [-0.05, -0.06, -0.01], [-0.19, -0.04, -0.17], [-0.18, 0.12, 0.06], [0.11, 0.41, -0.09], [-0.37, 0.07, 0.12], [0.03, 0.24, -0.03], [0.14, 0.07, 0.10], [-0.07, -0.04, -0.01], [0.12, 0.14, 0.02], [0.05, -0.03, -0.09], [0.01, 0.01, -0.13], [0.23, 0.01, 0.14], [-0.11, -0.02, -0.03], [-0.14, -0.04, -0.04], [1.02, -0.21, 0.45], [-0.22, -0.24, -0.20], [0.45, 0.73, 0.65], [0.42, 0.08, -0.18], [-0.67, -0.74, 0.05], [0.02, 0.12, -0.22], [-0.19, 0.08, -0.22], [0.01, 0.16, -0.24], [-0.21, 0.53, 0.79], [0.00, -0.15, 0.24], [-0.07, 0.18, -0.26], [0.13, 0.09, -0.04], [0.17, 0.04, 0.03], [0.02, -0.09, -0.04], [0.04, -0.05, -0.07], [0.04, -0.02, 0.07], [0.04, 0.06, 0.07], [0.18, 0.05, 0.05], [0.08, -0.10, -0.15], [0.06, -0.14, -0.07]]}

=====

{"formula": "C3H3N3O", "method": "wB97M-V/def2-TZVPD", "gap_ev": 10.686, "multiplicity": 1, "lumo_energy_ev": -0.516, "largest_force_ev_per_a": 9.5, "relative_energy_kcal_mol": 94.3, "symbols": ["N", "C", "N", "C", "N", "C", "O", "H", "H", "H"], "xyz": [[-1.795, -2.496, -0.321], [-1.293, -1.508, -0.171], [-0.561, -0.125, 0.519], [-1.198, 0.997, 0.242], [-1.502, 2.111, 0.079], [0.849, 0.036, 0.318], [1.350, -0.181, -0.987], [1.413, -0.613, 0.834], [1.034, 1.074, 0.700], [1.702, 0.704, -1.212]], "forces_ev_per_a": [[-1.81, -3.49, -0.87], [4.33, 7.86, 3.22], [-2.37, -5.13, -1.95], [-1.23, 2.81, -0.73], [0.01, -1.56, 0.22], [0.38, 1.85, -1.45], [-0.27, 1.96, -0.13], [1.25, -2.54, 2.74], [-0.04, -0.86, -0.39], [-0.24, -0.90, -0.65]]}

=====

{"formula": "C2H3FN2O2S", "method": "wB97M-V/def2-TZVPD", "gap_ev": [6.505, 6.363], "multiplicity": 1, "lumo_energy_ev": [-4.661, -4.691], "largest_force_ev_per_a": 3.3, "relative_energy_kcal_mol": 91.9, "symbols": ["C", "C", "N", "N", "O", "O", "F", "S", "H", "H", "H"], "xyz": [[-0.370, -1.802, 0.336], [-0.604, -0.631, -0.479], [-0.103, -2.719, 0.950], [-0.038, 1.667, 1.514], [1.775, 0.083, 0.121], [-1.700, 1.707, -0.199], [0.469, 1.829, -1.030], [-0.443, 1.159, 0.136], [0.088, -0.573, -1.235], [-1.601, -0.759, -0.842], [2.528, 0.038, 0.727]], "forces_ev_per_a": [[0.66, 1.80, -0.06], [-0.85, 0.31, 1.56], [0.05, -1.29, 0.77], [1.62, -1.14, 0.16], [-1.12, 0.84, 0.92], [-1.90, 0.69, 0.35], [-0.74, -0.99, 1.02], [1.64, -0.93, -2.71], [1.52, -0.24, -1.96], [-0.78, 0.76, -0.40], [-0.11, 0.19, 0.35]]}

=====

Repeat the first record exactly.
{"formula": "H6O3", "method": "wB97M-V/def2-TZVPD", "gap_ev": 11.808, "multiplicity": 1, "lumo_energy_ev": 0.822, "largest_force_ev_per_a": 1.0, "relative_energy_kcal_mol": 8.4, "symbols": ["O", "H", "H", "O", "H", "H", "O", "H", "H"], "xyz": [[0.969, -1.566, 0.650], [1.353, -2.408, 0.352], [0.492, -1.141, -0.068], [-0.922, -0.459, -1.302], [-1.533, 0.266, -1.123], [-0.499, -0.147, -2.113], [-0.016, 1.844, 0.798], [-0.315, 2.412, 1.506], [0.471, 1.199, 1.301]], "forces_ev_per_a": [[0.58, -0.39, 0.55], [-0.44, 0.71, -0.09], [-0.27, -0.23, -0.40], [0.01, 0.31, -0.52], [0.04, -0.09, 0.43], [0.10, -0.24, 0.08], [-0.18, 0.22, -0.07], [-0.33, 0.54, 0.06], [0.48, -0.82, -0.04]]}